Entry 1:
Molecular formula: C32H23NO6
Method: DFT, ωB97M-V with the def2-TZVPD basis set

Structure (XYZ):
```
62
C32H23NO6 ωB97M-V with the def2-TZVPD basis set
C -5.34 0.45 -2.56
C -5.60 1.42 -3.84
C -5.92 2.91 -3.31
N -5.16 3.98 -3.97
C -3.73 3.86 -3.72
O -3.16 4.66 -2.87
O -2.89 2.97 -4.37
H -6.07 0.71 -1.73
H -5.51 -0.64 -2.90
H -4.25 0.60 -2.24
H -6.54 0.98 -4.35
H -4.77 1.36 -4.62
H -7.04 3.09 -3.52
H -5.80 2.89 -2.16
C -2.30 5.36 -0.55
C -1.35 6.39 -0.57
C -0.07 6.17 -0.09
C 0.28 4.92 0.43
C -0.68 3.90 0.47
C -1.96 4.12 -0.02
C -0.34 2.58 1.07
O -1.17 1.69 1.11
C 1.02 2.37 1.62
C 1.33 1.16 2.23
C 2.61 0.95 2.74
C 3.58 1.94 2.63
C 3.27 3.15 2.03
C 1.98 3.38 1.53
C 1.65 4.69 0.92
O 2.50 5.56 0.83
H -3.30 5.54 -0.93
H -1.62 7.36 -0.97
H 0.66 6.97 -0.12
H -2.70 3.33 0.00
H 0.58 0.38 2.32
H 2.85 0.00 3.22
H 4.58 1.77 3.02
H 4.03 3.93 1.95
C -0.68 -3.92 -1.12
C -0.54 -2.79 -0.31
C 0.51 -2.71 0.60
C 1.43 -3.76 0.71
C 1.27 -4.90 -0.09
C 0.22 -4.97 -1.01
C 2.20 -6.05 0.05
O 2.07 -7.05 -0.65
C 3.29 -5.97 1.05
C 4.14 -7.06 1.23
C 5.17 -6.99 2.16
C 5.36 -5.82 2.90
C 4.52 -4.74 2.73
C 3.47 -4.81 1.81
C 2.55 -3.66 1.66
O 2.72 -2.63 2.31
H -1.49 -3.98 -1.83
H -1.25 -1.98 -0.38
H 0.62 -1.83 1.22
H 0.10 -5.85 -1.64
H 4.00 -7.96 0.65
H 5.83 -7.84 2.30
H 6.17 -5.77 3.62
H 4.67 -3.83 3.31
```

Properties
Total charge: -2
E_HOMO (eV): 0.9

Results of the Mulliken charge analysis, in e, for atoms 1 through 6: atom 1 (C): -0.972, atom 2 (C): -0.351, atom 3 (C): -0.454, atom 4 (N): -0.672, atom 5 (C): 0.486, atom 6 (O): -0.661

---

Entry 2:
Molecular formula: C32H24KN3O6PS2
Method: DFT, ωB97M-V with the def2-TZVPD basis set

Structure (XYZ):
```
69
C32H24KN3O6PS2 ωB97M-V with the def2-TZVPD basis set
K 1.32 1.36 0.27
C 0.56 0.59 3.95
C -0.44 1.58 3.44
N -0.54 1.95 2.20
C -1.52 2.89 2.00
C -2.20 3.24 3.13
S -1.58 2.38 4.47
C -1.77 3.42 0.65
C -2.71 4.35 0.34
S -2.70 4.65 -1.34
C -1.40 3.52 -1.53
N -1.04 2.98 -0.42
C -0.76 3.24 -2.85
H 1.15 0.19 3.13
H 0.07 -0.23 4.48
H 1.25 1.07 4.65
H -3.00 3.95 3.24
H -3.41 4.85 0.99
H -1.40 3.50 -3.68
H -0.51 2.18 -2.90
H 0.17 3.80 -2.93
O 2.95 1.12 -2.22
N 1.92 0.22 -2.09
C 2.18 -0.85 -2.71
C 1.28 -2.01 -2.86
C 1.56 -2.83 -3.96
C 0.83 -3.97 -4.24
C -0.20 -4.34 -3.40
C -0.49 -3.55 -2.30
C 0.22 -2.39 -2.01
P -0.21 -1.42 -0.50
C -1.78 -0.63 -0.96
C -2.58 -0.11 0.06
C -3.70 0.65 -0.23
C -4.02 0.94 -1.55
C -3.23 0.45 -2.57
C -2.12 -0.34 -2.29
C -0.69 -2.70 0.72
C 0.31 -3.07 1.62
C 0.04 -4.02 2.60
C -1.22 -4.57 2.71
C -2.23 -4.19 1.83
C -1.96 -3.26 0.84
H 3.00 1.73 -1.42
H 3.14 -0.93 -3.22
H 2.38 -2.54 -4.61
H 1.09 -4.57 -5.11
H -0.78 -5.24 -3.60
H -1.29 -3.86 -1.63
H -2.32 -0.31 1.09
H -4.31 1.04 0.58
H -4.89 1.56 -1.78
H -3.48 0.67 -3.61
H -1.51 -0.73 -3.09
H 1.29 -2.61 1.55
H 0.82 -4.30 3.30
H -1.43 -5.30 3.48
H -3.22 -4.61 1.92
H -2.75 -2.95 0.16
O 6.66 2.46 3.35
C 5.77 2.14 2.59
C 5.16 3.00 1.52
O 5.50 4.14 1.23
C 4.10 2.22 0.86
C 3.98 0.93 1.52
O 3.19 -0.03 1.28
C 4.98 0.87 2.61
O 5.12 -0.06 3.39
O 3.43 2.70 -0.13
```

Properties
Total charge: -1
E_HOMO (eV): -3.1

Results of the Mulliken charge analysis, in e, for atoms 1 through 6: atom 1 (K): 0.984, atom 2 (C): -1.115, atom 3 (C): 0.455, atom 4 (N): 0.634, atom 5 (C): -0.281, atom 6 (C): -0.554

---

Entry 3:
Molecular formula: C32H24N4OPdS5
Method: DFT, ωB97M-V with the def2-TZVPD basis set

Structure (XYZ):
```
67
C32H24N4OPdS5 ωB97M-V with the def2-TZVPD basis set
Pd 0.83 -0.19 1.14
S 0.95 -0.27 3.58
C 0.09 -1.75 3.88
C -0.30 -2.08 5.19
C -0.99 -3.25 5.49
C -1.35 -3.53 6.84
N -1.63 -3.74 7.94
C -1.32 -4.14 4.45
C -0.94 -3.82 3.15
C -0.25 -2.65 2.84
S 0.21 -2.37 1.17
C -2.03 -5.35 4.71
N -2.60 -6.33 4.90
H -0.05 -1.40 5.99
H -1.20 -4.50 2.34
C 5.61 -1.82 1.39
C 5.29 -0.39 0.99
O 3.95 -0.05 1.23
H 6.63 -2.10 1.11
H 4.91 -2.51 0.90
H 5.50 -1.96 2.47
H 5.44 -0.27 -0.09
H 5.98 0.30 1.49
H 3.70 -0.21 2.15
C 2.92 -2.08 -5.48
C 1.65 -1.59 -5.19
C 1.28 -1.28 -3.89
C 2.18 -1.43 -2.82
C 3.45 -1.94 -3.14
C 3.82 -2.25 -4.43
C 1.89 -1.14 -1.41
C 0.93 -0.38 -0.86
C -0.05 0.38 -1.65
C 0.31 1.55 -2.33
C -0.64 2.29 -3.03
C -1.96 1.87 -3.09
C -2.32 0.70 -2.44
C -1.39 -0.02 -1.71
H 3.20 -2.32 -6.49
H 0.93 -1.46 -5.99
H 0.28 -0.92 -3.70
H 4.16 -2.08 -2.33
H 4.81 -2.64 -4.63
H 2.60 -1.59 -0.72
H 1.34 1.88 -2.29
H -0.34 3.21 -3.52
H -2.70 2.46 -3.62
H -3.35 0.36 -2.47
H -1.68 -0.92 -1.18
S -1.82 6.11 -1.48
C -1.25 4.82 -0.57
S 0.45 4.55 -0.33
C 0.13 3.07 0.55
N -1.14 2.83 0.66
N -1.90 3.82 0.05
C -3.30 3.60 0.14
C -3.76 2.30 0.32
C -5.11 2.05 0.43
C -6.03 3.09 0.36
C -5.57 4.39 0.20
C -4.21 4.65 0.09
S 1.44 2.16 1.18
H -3.03 1.50 0.39
H -5.45 1.03 0.57
H -7.09 2.89 0.44
H -6.27 5.21 0.16
H -3.86 5.66 -0.02
```

Properties
Total charge: -2
E_HOMO (eV): -2.1

Results of the Mulliken charge analysis, in e, for atoms 1 through 6: atom 1 (Pd): -0.335, atom 2 (S): -0.470, atom 3 (C): 0.491, atom 4 (C): -0.885, atom 5 (C): 0.557, atom 6 (C): -0.011

---

For the records above, the corresponding frontier orbital gap values read 1.20; 4.77; 6.18 eV.